(1)
ORCA calculation (ωB97M-V with the def2-TZVPD basis set) on C26H40N14OS2Sr as an isolated structure.

Each line ends with the Mulliken charge.
Atoms and positions in Å:
Sr: 0.35 -0.22 -0.21  1.371
C: -2.44 1.54 -2.24  -0.393
C: -3.01 0.27 -1.62  -0.089
N: -2.12 -0.93 -1.64  0.276
C: -1.95 -1.70 -2.91  -1.251
C: -0.94 -1.13 -3.96  -1.087
N: 0.32 -0.65 -3.48  0.955
C: 1.02 0.24 -4.43  -1.170
C: 2.37 0.89 -4.03  -1.005
C: 3.00 0.76 -2.65  -0.735
N: 2.32 1.49 -1.57  0.405
C: 1.84 2.86 -1.92  -1.405
C: 0.35 2.83 -2.28  -0.615
N: -0.35 2.22 -1.14  0.619
C: -1.77 2.46 -1.24  -0.819
H: -3.30 2.07 -2.68  0.360
H: -1.79 1.28 -3.06  0.039
H: -4.03 0.02 -1.97  0.410
H: -3.14 0.52 -0.56  -0.476
H: -2.49 -1.61 -0.96  0.184
H: -2.87 -1.87 -3.48  0.313
H: -1.58 -2.69 -2.61  0.488
H: -1.42 -0.34 -4.53  0.559
H: -0.90 -1.90 -4.73  0.494
H: 0.95 -1.39 -3.19  -0.511
H: 0.41 1.09 -4.72  0.623
H: 1.22 -0.31 -5.38  0.387
H: 2.35 1.94 -4.37  0.307
H: 3.15 0.53 -4.73  0.611
H: 4.05 1.13 -2.67  0.497
H: 2.99 -0.32 -2.45  0.003
H: 2.96 1.56 -0.76  0.007
H: 2.44 3.25 -2.75  0.453
H: 1.97 3.57 -1.07  0.427
H: 0.20 2.32 -3.20  0.253
H: 0.05 3.86 -2.40  0.442
H: -0.01 2.71 -0.31  0.033
H: -2.00 3.50 -1.52  0.417
H: -2.23 2.23 -0.26  0.218
S: 3.47 -0.82 1.18  -0.257
C: 2.97 0.63 1.83  -0.244
N: 1.69 1.10 1.87  0.299
C: 1.68 2.22 2.60  -0.586
C: 0.49 2.81 3.19  0.054
C: 0.58 3.90 4.02  -0.661
C: 1.81 4.45 4.30  -0.391
C: 2.97 3.90 3.82  -0.470
C: 2.91 2.77 3.00  0.653
S: 4.22 1.70 2.48  -0.232
H: -0.45 2.32 2.92  0.023
H: -0.33 4.27 4.56  0.314
H: 1.84 5.28 5.01  0.325
H: 3.95 4.39 4.03  0.316
N: 1.55 -4.04 -0.51  -0.221
C: 2.04 -3.22 -1.47  -0.008
O: 1.75 -1.96 -1.35  0.571
C: 2.69 -3.92 -2.52  0.261
C: 2.63 -5.29 -2.68  -0.195
N: 2.72 -6.44 -2.78  -0.609
C: 3.25 -3.22 -3.61  0.084
N: 3.63 -2.65 -4.54  -0.692
H: 1.35 -3.63 0.41  -0.043
H: 1.72 -5.06 -0.65  0.179
C: -0.28 -4.77 3.58  -0.898
N: -0.61 -3.36 3.48  0.131
C: -1.54 -2.67 4.41  -0.846
C: -0.19 -2.71 2.43  0.033
N: 0.29 -2.20 1.50  -0.296
H: -0.26 -5.10 4.62  0.305
H: 0.74 -4.84 3.11  0.323
H: -1.00 -5.43 3.07  0.286
H: -1.33 -3.07 5.41  0.361
H: -2.61 -2.82 4.18  0.236
H: -1.34 -1.60 4.38  0.326
N: -4.33 0.93 4.99  -0.417
C: -3.93 0.62 3.72  0.531
N: -4.78 0.91 2.75  -0.300
N: -2.68 0.10 3.54  -0.489
C: -2.20 0.28 2.37  -0.054
N: -1.55 0.41 1.39  -0.080
H: -5.30 1.25 5.11  0.190
H: -3.87 0.54 5.78  0.247
H: -5.72 1.24 2.94  0.235
H: -4.55 0.72 1.80  0.112

Results
HOMO-LUMO gap (eV): 5.583
Total charge: 0
Strongest force on any atom (Eh/bohr): 0.0919
Multiplicity: 1
ΔE to the lowest compared entry with this formula, charge and spin (kcal/mol): 17.1
Molar mass (u): 716.5
Electronic energy (a.u.): -2683.74136
LUMO level (eV): -0.878

=====

(2)
ORCA calculation (ωB97M-V with the def2-TZVPD basis set) on one molecule with the formula C26H40N6O5S.

Each line ends with the Mulliken charge.
Atoms and positions in Å:
C: 3.19 -4.69 3.56  -1.516
C: 2.16 -4.18 2.60  0.933
C: 2.39 -3.01 1.88  -0.974
C: 1.44 -2.56 0.98  -0.427
C: 0.26 -3.26 0.81  0.120
S: -0.94 -2.62 -0.34  1.246
O: -1.31 -3.60 -1.32  -0.843
O: -0.44 -1.36 -0.87  -0.643
N: -2.26 -2.37 0.67  0.456
C: -1.99 -1.30 1.62  -0.434
C: -3.22 -0.40 1.81  -1.310
N: -3.76 0.12 0.57  0.198
C: -3.35 1.47 0.23  -1.954
C: -1.85 1.73 0.02  1.486
O: -1.10 1.71 0.98  -0.648
N: -1.39 2.06 -1.21  0.544
C: -2.06 1.91 -2.49  -1.514
C: -1.41 0.83 -3.37  2.263
C: -0.21 1.37 -4.14  -1.544
C: -2.45 0.28 -4.35  -2.005
C: -0.16 2.80 -1.23  -0.296
C: 1.03 2.25 -0.82  0.182
N: 1.20 0.92 -0.66  0.093
N: 2.14 3.06 -0.67  0.290
C: 3.39 2.52 -0.15  -2.192
C: 3.36 2.29 1.37  1.669
C: 3.07 3.59 2.10  -1.682
C: 4.71 1.70 1.80  -1.664
C: 2.13 4.41 -0.99  0.465
O: 3.11 5.11 -0.88  -0.648
N: 0.94 4.88 -1.44  -0.031
C: -0.28 4.19 -1.54  0.450
O: -1.28 4.79 -1.88  -0.728
C: -3.67 -0.80 -0.56  0.536
C: -3.51 -2.23 -0.06  -1.627
C: 0.01 -4.43 1.51  0.474
C: -1.26 -5.19 1.32  -1.610
C: 0.98 -4.87 2.40  -0.965
H: 2.73 -5.26 4.36  0.381
H: 3.76 -3.87 3.99  0.390
H: 3.89 -5.34 3.04  0.301
H: 3.31 -2.46 2.01  0.493
H: 1.60 -1.67 0.39  0.410
H: -1.71 -1.75 2.58  0.409
H: -1.16 -0.69 1.27  0.374
H: -2.94 0.43 2.45  0.483
H: -4.01 -0.97 2.31  0.414
H: -3.95 1.79 -0.63  0.521
H: -3.62 2.11 1.07  0.530
H: -3.10 1.64 -2.32  0.511
H: -2.05 2.87 -3.00  0.610
H: -1.07 0.01 -2.73  -0.545
H: -0.51 2.19 -4.78  0.395
H: 0.56 1.73 -3.46  0.205
H: 0.22 0.59 -4.76  0.462
H: -2.83 1.09 -4.98  0.413
H: -2.00 -0.47 -5.00  0.422
H: -3.28 -0.17 -3.83  0.364
H: 1.93 0.59 -0.07  0.289
H: 0.39 0.32 -0.75  -0.182
H: 4.15 3.28 -0.37  0.706
H: 3.65 1.61 -0.69  0.282
H: 2.57 1.57 1.62  0.123
H: 3.78 4.36 1.81  0.333
H: 3.14 3.44 3.18  0.499
H: 2.07 3.94 1.87  0.277
H: 4.70 1.50 2.87  0.400
H: 5.51 2.41 1.59  0.365
H: 4.92 0.78 1.27  0.384
H: 0.91 5.87 -1.66  0.289
H: -2.81 -0.58 -1.20  -0.319
H: -4.59 -0.71 -1.15  0.496
H: -4.33 -2.52 0.60  0.417
H: -3.46 -2.93 -0.90  0.501
H: -2.09 -4.64 1.77  0.245
H: -1.20 -6.18 1.76  0.487
H: -1.48 -5.27 0.25  0.317
H: 0.80 -5.78 2.96  0.394

Results
HOMO-LUMO gap (eV): 8.524
SMILES: Cc1ccc(S(=O)(=O)N2CCN(CC(=O)N(CC(C)C)c3c(N)n(CC(C)C)c(=O)[nH]c3=O)CC2)c(C)c1
Total charge: 0
Strongest force on any atom (Eh/bohr): 0.0226
Multiplicity: 1
ΔE to the lowest compared entry with this formula, charge and spin (kcal/mol): 3.1
Molar mass (u): 548.7
Electronic energy (a.u.): -2117.74019
LUMO level (eV): 0.422

=====

(3)
ORCA calculation (ωB97M-V with the def2-TZVPD basis set) on C26H40N8O4SbTi as an isolated structure.

Each line ends with the Mulliken charge.
Atoms and positions in Å:
Ti: 0.62 -1.17 -0.09  0.363
C: 2.47 -0.39 3.45  -1.114
C: 1.45 -1.43 3.17  -0.309
N: 0.85 -1.69 2.00  0.565
C: -0.04 -2.74 2.27  -0.773
C: 0.04 -3.10 3.57  0.310
N: 0.99 -2.27 4.11  0.001
C: -0.63 -4.08 4.51  0.582
O: -1.52 -4.91 4.02  -0.447
O: -0.30 -4.02 5.66  -0.498
C: -0.93 -3.17 1.20  0.960
O: -1.72 -4.06 1.19  -0.604
O: -0.76 -2.31 0.11  -0.344
H: 2.65 0.23 2.57  0.104
H: 3.41 -0.84 3.77  0.469
H: 2.12 0.26 4.26  0.475
H: 1.23 -2.31 5.09  0.344
H: -1.67 -4.83 3.06  0.366
N: -1.41 -2.24 -2.65  -0.098
C: -0.25 -1.74 -3.05  0.169
N: -0.07 -1.59 -4.35  -0.724
C: 1.15 -1.24 -4.77  0.262
N: 1.36 -0.99 -6.04  -0.267
N: 2.24 -1.19 -3.93  -0.634
C: 1.97 -1.23 -2.67  -0.557
N: 0.72 -1.38 -2.11  0.959
C: 3.09 -1.28 -1.71  0.617
C: 4.41 -1.27 -2.12  -0.573
C: 5.40 -1.47 -1.17  -0.646
C: 5.04 -1.68 0.15  -1.100
C: 3.69 -1.66 0.49  -0.267
N: 2.73 -1.44 -0.42  0.675
H: -2.03 -2.56 -3.37  0.265
H: -1.55 -2.56 -1.70  0.108
H: 0.61 -1.06 -6.70  0.287
H: 2.30 -0.79 -6.36  0.270
H: 4.64 -1.14 -3.17  0.601
H: 6.45 -1.47 -1.46  0.502
H: 5.78 -1.87 0.92  0.518
H: 3.38 -1.84 1.50  0.684
C: -4.00 0.61 -1.03  -1.611
C: -2.80 1.43 -1.50  1.264
C: -3.10 2.93 -1.45  -1.532
C: -2.40 1.03 -2.91  -1.402
Sb: -1.14 1.13 -0.07  1.163
C: 0.45 2.56 -0.49  1.966
C: 0.64 2.67 -2.01  -1.760
C: 1.69 1.89 0.10  -2.599
C: 0.23 3.94 0.11  -1.421
C: -1.87 1.35 1.99  1.704
C: -0.68 1.56 2.92  -1.969
C: -2.81 2.55 2.09  -1.824
C: -2.60 0.07 2.37  -1.384
H: -4.81 0.76 -1.75  0.505
H: -4.38 0.93 -0.06  0.332
H: -3.78 -0.46 -1.00  0.320
H: -3.98 3.10 -2.07  0.566
H: -2.29 3.53 -1.88  0.325
H: -3.33 3.31 -0.46  0.307
H: -3.22 1.32 -3.57  0.578
H: -2.27 -0.04 -3.01  0.250
H: -1.51 1.54 -3.27  0.309
H: 0.75 1.69 -2.49  0.173
H: 1.55 3.24 -2.20  0.548
H: -0.18 3.20 -2.49  0.408
H: 1.85 0.91 -0.41  0.866
H: 1.63 1.74 1.18  0.282
H: 2.59 2.47 -0.11  0.585
H: -0.68 4.41 -0.27  0.309
H: 1.07 4.58 -0.16  0.532
H: 0.17 3.92 1.20  0.331
H: -0.20 2.53 2.78  0.300
H: 0.07 0.78 2.83  0.203
H: -1.05 1.54 3.95  0.613
H: -2.34 3.48 1.78  0.398
H: -3.09 2.66 3.14  0.566
H: -3.73 2.41 1.52  0.378
H: -1.94 -0.80 2.37  0.084
H: -3.45 -0.15 1.72  0.277
H: -2.99 0.18 3.38  0.560

Results
HOMO-LUMO gap (eV): 7.271
Total charge: +3
Strongest force on any atom (Eh/bohr): 0.0118
Multiplicity: 1
ΔE to the lowest compared entry with this formula, charge and spin (kcal/mol): 2.8
Molar mass (u): 698.3
Electronic energy (a.u.): -2842.72442
LUMO level (eV): -10.584